The following is a quantum chemistry calculation of C87H193F6N7NiO27 as an isolated structure in a non-equilibrium geometry, from the Open Molecules 2025 dataset.

Atoms and positions in Å:
1 Ni 1.4344 5.2330 -1.8402
2 C 0.1123 2.8322 0.4690
3 O -0.2465 1.6825 -0.3575
4 O 0.5596 3.7866 -0.5594
5 C -1.0752 3.2140 1.4099
6 F -2.2976 3.1486 0.8437
7 F -1.2608 2.3868 2.4047
8 F -1.0152 4.4760 1.9764
9 C -0.3970 0.3859 0.3409
10 C -0.7483 -0.7233 -0.6273
11 H -1.4237 -1.4516 -0.1784
12 H -1.2501 -0.3366 -1.5143
13 H 0.0927 -1.3284 -0.9660
14 H -1.1624 0.4457 1.1148
15 H 0.4344 0.0691 0.9706
16 H 0.9870 2.5834 1.0701
17 C 4.3062 3.7313 -2.6435
18 O 4.0116 2.5055 -2.0066
19 O 3.5513 4.7355 -1.9710
20 C 5.8614 3.7878 -2.9538
21 F 6.6736 3.7626 -1.8745
22 F 6.2105 2.7739 -3.7550
23 F 6.1435 4.8927 -3.6344
24 C 3.1782 1.4669 -2.5362
25 C 2.8664 0.4191 -1.5421
26 H 3.7166 -0.2624 -1.5150
27 H 2.6557 0.9625 -0.6209
28 H 1.9840 -0.1325 -1.8663
29 H 3.5887 0.9426 -3.3991
30 H 2.1978 1.8854 -2.7640
31 H 4.0356 3.6508 -3.6963
32 C -3.6042 -8.6012 -1.6220
33 C -2.3203 -7.7065 -1.5081
34 C -1.1075 -8.6048 -1.3160
35 C 0.2499 -7.9261 -1.6175
36 C 0.1495 -7.5169 -3.0827
37 C -0.9672 -6.4907 -3.3012
38 N -2.2240 -7.0662 -2.7500
39 O -3.2709 -6.3140 -3.0700
40 C -0.5750 -5.1468 -2.6952
41 C -1.0647 -6.2281 -4.8532
42 C -2.3853 -6.7067 -0.3706
43 H -3.7268 -9.2210 -0.7338
44 H -3.8855 -9.0908 -2.5543
45 H -4.4693 -7.9478 -1.5087
46 H -1.1067 -8.9089 -0.2693
47 H -1.2022 -9.5551 -1.8414
48 H 1.0419 -8.6541 -1.4418
49 H 0.5563 -7.1891 -0.8751
50 H -0.1570 -8.3393 -3.7290
51 H 1.1151 -7.0928 -3.3581
52 H 0.4495 -4.8996 -2.9733
53 H -1.2292 -4.3239 -2.9833
54 H -0.5717 -5.1624 -1.6053
55 H -1.0875 -7.1811 -5.3818
56 H -1.8989 -5.6699 -5.2781
57 H -0.2003 -5.7505 -5.3145
58 H -3.1657 -6.8806 0.3703
59 H -2.5167 -5.6401 -0.5524
60 H -1.4579 -6.6722 0.2012
61 H -3.8689 -6.9354 -3.4918
62 C 5.1666 -7.2207 -0.5448
63 C 4.5274 -6.4925 -1.7247
64 C 3.1527 -5.9631 -1.2525
65 C 2.9651 -4.6069 -0.6605
66 C 3.7685 -3.6319 -1.5559
67 C 5.2627 -4.0724 -1.8174
68 N 5.4204 -5.4403 -2.2777
69 O 6.7598 -5.7978 -2.4800
70 C 5.6832 -3.0031 -2.8563
71 C 6.0675 -3.8512 -0.5867
72 C 4.2598 -7.5021 -2.8913
73 H 5.3005 -6.5041 0.2655
74 H 6.1519 -7.6311 -0.7663
75 H 4.5779 -8.1045 -0.2990
76 H 2.4534 -6.0175 -2.0868
77 H 2.8207 -6.6780 -0.4997
78 H 3.2607 -4.5318 0.3860
79 H 1.9171 -4.3145 -0.7260
80 H 3.7960 -2.6390 -1.1070
81 H 3.2337 -3.4714 -2.4920
82 H 6.7336 -2.9998 -3.1471
83 H 5.0030 -3.1226 -3.6996
84 H 5.4094 -2.0113 -2.4964
85 H 5.7758 -4.4624 0.2673
86 H 7.1471 -3.9397 -0.7080
87 H 5.9459 -2.8494 -0.1748
88 H 3.6944 -8.3830 -2.5875
89 H 5.2118 -7.9118 -3.2289
90 H 3.7564 -7.1169 -3.7781
91 H 6.8097 -6.0117 -3.4145
92 C -3.0636 -2.0945 -8.1768
93 C -1.7832 -1.8253 -7.2581
94 C -0.6071 -1.8811 -8.2939
95 C 0.7451 -1.4382 -7.7227
96 C 0.6015 -0.0166 -7.2094
97 C -0.5788 0.2030 -6.2564
98 N -1.8814 -0.4730 -6.6573
99 O -3.0118 -0.2977 -5.8073
100 C -0.1801 -0.1306 -4.7831
101 C -0.9211 1.7424 -6.3331
102 C -1.5941 -3.0479 -6.3151
103 H -2.9984 -2.9812 -8.8073
104 H -3.2225 -1.3187 -8.9258
105 H -3.9695 -2.2048 -7.5809
106 H -0.4191 -2.8300 -8.7962
107 H -0.7258 -1.1926 -9.1305
108 H 1.4771 -1.4985 -8.5281
109 H 1.0673 -2.1531 -6.9655
110 H 0.6039 0.6621 -8.0624
111 H 1.4472 0.2837 -6.5908
112 H 0.3476 -1.0821 -4.7171
113 H 0.4806 0.6515 -4.4089
114 H -1.0259 -0.2801 -4.1120
115 H -0.1697 2.3710 -5.8553
116 H -1.0975 2.0777 -7.3551
117 H -1.8077 2.0135 -5.7599
118 H -2.2245 -3.0170 -5.4264
119 H -0.5731 -3.0241 -5.9341
120 H -1.8353 -3.9734 -6.8378
121 H -2.7968 -0.5892 -4.9183
122 C 1.2824 -0.3340 7.4410
123 C 1.7335 0.9226 6.7060
124 C 1.2894 0.6026 5.2853
125 C 1.4583 1.7915 4.3574
126 C 0.5503 2.9497 4.8941
127 C 0.8481 3.4482 6.3217
128 N 1.0020 2.1696 7.1414
129 O 1.1656 2.3658 8.4786
130 C 2.1721 4.2911 6.2836
131 C -0.3593 4.2219 6.7705
132 C 3.3089 1.0237 6.8769
133 H 2.0779 -1.0749 7.3616
134 H 0.3204 -0.6732 7.0567
135 H 0.9828 -0.1470 8.4722
136 H 1.9867 -0.1273 4.8742
137 H 0.2865 0.1865 5.1889
138 H 1.2164 1.5615 3.3198
139 H 2.5052 2.0930 4.3221
140 H -0.4841 2.6808 4.6800
141 H 0.7561 3.7356 4.1674
142 H 2.0079 5.2120 5.7242
143 H 2.6343 4.5137 7.2454
144 H 2.9814 3.7887 5.7538
145 H -1.2300 3.5804 6.9071
146 H -0.3672 4.6367 7.7784
147 H -0.6575 5.0173 6.0875
148 H 3.8252 1.8974 6.4792
149 H 3.7507 0.1313 6.4335
150 H 3.4850 0.9821 7.9518
151 H 2.1060 2.5397 8.5629
152 C 5.3579 0.3004 1.3216
153 C 6.2331 1.2492 2.2246
154 C 7.3091 0.4658 3.1033
155 C 8.5095 -0.0419 2.3035
156 C 9.2165 1.0737 1.5607
157 C 8.2441 1.9381 0.7142
158 N 6.9832 2.2756 1.5522
159 O 6.1687 3.2115 0.9374
160 C 8.9929 3.2932 0.5829
161 C 7.9022 1.1807 -0.6378
162 C 5.2500 2.0307 3.2759
163 H 5.8610 -0.4993 0.7780
164 H 4.6360 0.7952 0.6720
165 H 4.6477 -0.2582 1.9312
166 H 7.6426 1.0269 3.9762
167 H 6.8426 -0.4795 3.3806
168 H 8.1719 -0.7409 1.5383
169 H 9.2380 -0.5014 2.9715
170 H 10.0969 0.8105 0.9743
171 H 9.6980 1.7021 2.3099
172 H 9.4103 3.6644 1.5189
173 H 9.7357 3.0395 -0.1734
174 H 8.5092 4.1664 0.1451
175 H 8.5384 0.2956 -0.6471
176 H 6.8380 0.9703 -0.5309
177 H 7.8250 1.6729 -1.6072
178 H 4.4085 2.6153 2.9042
179 H 5.7183 2.8533 3.8163
180 H 4.8685 1.3382 4.0263
181 H 5.9237 2.7003 0.1627
182 C -2.3306 -1.6858 3.3945
183 C -2.2059 -2.9091 4.3496
184 C -3.1069 -4.0364 3.7626
185 C -2.4982 -4.7739 2.6169
186 C -1.1921 -5.3615 3.1330
187 C -0.1158 -4.3388 3.6083
188 N -0.7846 -3.4305 4.5683
189 O 0.1033 -2.4846 5.0787
190 C 0.9736 -5.2239 4.3824
191 C 0.4183 -3.6171 2.3394
192 C -2.7635 -2.6395 5.8354
193 H -3.1982 -1.1132 3.7223
194 H -2.3763 -1.9810 2.3462
195 H -1.5660 -0.9556 3.6597
196 H -3.4099 -4.7248 4.5514
197 H -4.0352 -3.6761 3.3194
198 H -2.2403 -4.0513 1.8427
199 H -3.1592 -5.5773 2.2919
200 H -0.7100 -5.9861 2.3809
201 H -1.5173 -6.1288 3.8356
202 H 1.2124 -6.2568 4.1288
203 H 1.8984 -4.6678 4.5358
204 H 0.4252 -5.2343 5.3243
205 H 1.2825 -3.0023 2.5910
206 H 0.8967 -4.3070 1.6441
207 H -0.2605 -3.0137 1.7367
208 H -2.1885 -1.9092 6.4047
209 H -2.8502 -3.5574 6.4168
210 H -3.7722 -2.2711 5.6485
211 H 0.4747 -2.9083 5.8561
212 C -4.6172 -2.5665 -3.4341
213 C -5.8007 -2.8469 -2.4296
214 C -5.3356 -3.9925 -1.4428
215 C -4.3636 -3.4909 -0.3637
216 C -5.0121 -2.3380 0.4272
217 C -5.4126 -1.1375 -0.4574
218 N -6.1274 -1.6065 -1.6841
219 O -6.5009 -0.5451 -2.5618
220 C -6.3546 -0.1832 0.3080
221 C -4.1439 -0.3707 -0.7502
222 C -7.0592 -3.2306 -3.2020
223 H -4.5816 -1.4943 -3.6270
224 H -4.6192 -3.1107 -4.3785
225 H -3.7058 -2.9097 -2.9445
226 H -6.1483 -4.4949 -0.9183
227 H -4.9809 -4.7924 -2.0928
228 H -3.3904 -3.3350 -0.8293
229 H -4.1581 -4.3462 0.2800
230 H -4.2831 -2.0659 1.1905
231 H -5.9156 -2.7011 0.9170
232 H -5.9261 -0.0048 1.2942
233 H -6.4063 0.8304 -0.0896
234 H -7.3392 -0.6478 0.3622
235 H -3.4764 -0.9358 -1.4006
236 H -4.3793 0.5910 -1.2062
237 H -3.5778 -0.0849 0.1363
238 H -6.9692 -2.7573 -4.1797
239 H -7.9799 -2.9026 -2.7194
240 H -6.9937 -4.3126 -3.3164
241 H -7.4328 -0.4775 -2.3413
242 C 0.5445 7.4852 -0.2127
243 C -0.8580 6.8049 -0.5844
244 O -0.6210 5.9781 -1.7947
245 O 1.7566 6.7138 -0.3337
246 H 0.4610 7.9138 0.7860
247 H 0.5739 8.3369 -0.8923
248 H -1.6255 7.5534 -0.7816
249 H -1.1422 6.1529 0.2416
250 H -1.3848 5.4266 -1.9790
251 H 2.2517 6.9142 0.4640
252 C -7.1719 4.9829 2.4755
253 C -6.9361 3.8564 1.5100
254 O -7.4547 2.5358 1.8631
255 O -6.1322 5.0408 3.3904
256 H -8.1138 4.8152 2.9978
257 H -7.3022 5.9396 1.9697
258 H -5.9691 3.8233 1.0082
259 H -7.5709 4.0390 0.6429
260 H -6.9869 2.2777 2.6607
261 H -5.9721 4.1608 3.7391
262 C -5.1859 5.8568 -0.6934
263 C -4.9368 6.9981 -1.6416
264 O -6.1700 7.5597 -2.0186
265 O -3.9717 5.3103 -0.2966
266 H -5.9261 5.1753 -1.1125
267 H -5.7252 6.3152 0.1355
268 H -4.4489 6.6320 -2.5449
269 H -4.3804 7.7750 -1.1172
270 H -6.1625 7.6829 -2.9706
271 H -3.6701 5.6820 0.5355
272 C -2.4954 2.2047 -2.6136
273 C -3.2238 3.4030 -3.1142
274 O -2.7678 4.5246 -2.4210
275 O -1.0936 2.2991 -3.0201
276 H -2.8829 1.2972 -3.0768
277 H -2.5423 2.1238 -1.5276
278 H -4.3055 3.3407 -2.9946
279 H -2.9473 3.6175 -4.1465
280 H -3.1471 4.4838 -1.5400
281 H -0.5697 2.2408 -2.2178
282 C 2.5543 6.4553 2.7589
283 C 3.3443 5.2381 2.2925
284 O 4.6608 5.2044 2.9020
285 O 2.9788 7.5038 1.9410
286 H 2.8254 6.7032 3.7851
287 H 1.4693 6.3509 2.7645
288 H 3.3953 5.2713 1.2042
289 H 2.7850 4.3610 2.6182
290 H 5.1445 4.5395 2.4065
291 H 3.7586 7.8828 2.3532
292 C -3.8429 1.3415 5.2911
293 C -4.5417 1.8064 4.0250
294 O -5.9094 2.0201 4.1692
295 O -4.6025 0.2853 5.8393
296 H -3.7277 2.1672 5.9932
297 H -2.7971 1.0727 5.1423
298 H -4.5420 1.0976 3.1968
299 H -4.0942 2.7170 3.6269
300 H -6.2773 1.2461 4.6019
301 H -4.1953 0.0358 6.6721
302 C -3.2465 6.6186 4.4793
303 C -3.0658 7.2083 3.0038
304 O -3.5988 6.3053 2.1042
305 O -4.5307 6.8325 4.9426
306 H -2.6653 7.2484 5.1528
307 H -2.7413 5.6548 4.5418
308 H -2.0081 7.3549 2.7848
309 H -3.6187 8.1383 2.8713
310 H -4.4580 6.1196 2.4900
311 H -5.1851 6.2650 4.5287
312 C 0.5726 5.2283 -4.5958
313 C 1.6047 6.3193 -4.4733
314 O 1.7104 6.9161 -3.1696
315 O 0.7968 4.2952 -3.5585
316 H 0.6115 4.6885 -5.5420
317 H -0.4092 5.7005 -4.6316
318 H 1.6623 7.0831 -5.2487
319 H 2.5250 5.7356 -4.4494
320 H 2.1934 7.6868 -3.4769
321 H 0.3072 3.4988 -3.7769

Forces on the atoms, in the same order (eV/Å):
Ni 0.837 -1.190 1.384
C 2.131 1.857 -4.408
O -0.131 -1.268 1.977
O -1.904 -1.667 2.963
C -1.318 1.598 -0.860
F -0.012 0.631 -1.483
F 1.218 -1.416 1.940
F 0.672 -0.919 -0.685
C -0.497 0.534 0.288
C 0.022 -0.306 -0.449
H -0.163 0.151 0.195
H -0.030 0.124 0.003
H 0.333 0.324 -0.048
H -0.578 0.337 -0.327
H 0.902 0.516 -0.402
H -0.086 -0.218 0.561
C -2.919 0.666 0.241
O 1.137 -1.692 0.806
O 1.711 -0.706 -1.357
C -0.978 0.685 1.700
F -0.128 -0.091 -0.193
F -0.097 -0.517 0.128
F 0.090 0.727 -0.230
C -0.518 1.454 -1.026
C 0.508 -0.119 0.604
H -0.040 -0.123 0.752
H 0.028 -0.542 0.380
H -0.045 -0.010 0.054
H 0.293 0.536 -0.491
H -0.010 0.519 -0.599
H -0.803 -0.029 -0.552
C -0.930 1.289 1.430
C -0.595 -0.958 0.049
C 0.810 -0.191 1.265
C -0.929 -1.464 -0.213
C 0.141 0.877 0.605
C -0.035 0.892 -0.674
N 4.025 -1.110 -2.946
O -2.598 1.914 -0.289
C 0.113 0.364 0.859
C -0.221 -1.089 -0.309
C -0.134 0.839 1.881
H 0.338 -0.534 -0.236
H 1.112 -0.449 -0.068
H -0.106 0.467 0.157
H -0.153 -0.017 0.240
H 0.012 0.203 -0.518
H 0.036 -0.396 -0.440
H -0.591 0.717 -0.372
H 0.573 -0.419 0.210
H -0.124 -0.027 -0.648
H 0.032 0.120 -0.273
H -0.109 -0.071 -0.201
H -0.040 -0.117 0.124
H -0.194 -0.363 0.091
H -0.309 0.101 0.831
H 0.419 0.221 0.725
H -0.121 -0.548 0.016
H -0.274 -0.138 -1.067
H 0.202 -0.401 0.072
H -0.371 0.220 -0.343
C 0.556 -0.259 -0.297
C 0.507 -0.349 -0.803
C -0.529 -0.913 -0.131
C 1.121 1.414 -0.742
C 0.147 -0.796 0.800
C -0.337 1.510 -0.135
N -2.434 0.551 -1.074
O 0.008 -0.218 0.647
C -0.472 -0.401 -0.325
C 0.719 0.793 2.040
C 0.533 -0.327 0.402
H -0.251 -0.378 0.309
H 0.135 0.274 -0.280
H -0.275 0.265 0.448
H 0.034 -0.121 -0.153
H -0.185 -0.357 -0.234
H 0.184 -0.034 0.033
H -0.143 -0.135 0.193
H 0.222 0.016 0.131
H 0.058 -0.378 -0.257
H -0.084 -0.195 -0.032
H 0.440 -0.209 -0.505
H 0.334 0.040 0.384
H -0.027 -0.418 -0.155
H -0.048 -0.380 -0.324
H -0.184 0.397 -0.282
H -0.198 0.048 0.381
H 0.198 0.059 -0.035
H -0.011 0.556 0.227
H -0.022 0.065 -0.167
C 0.215 0.336 0.639
C -0.975 -1.257 -1.948
C 1.052 1.106 0.259
C -0.440 -0.335 0.145
C 0.161 -0.507 0.468
C -2.110 1.565 1.086
N 1.315 -0.598 -1.286
O 0.851 0.142 -0.843
C 0.203 -0.524 -0.769
C -0.214 -0.296 0.586
C -0.092 1.028 0.291
H 0.499 -0.407 0.404
H 0.110 0.492 0.398
H -0.012 0.161 0.083
H -0.750 -0.466 0.473
H -0.812 0.233 -0.016
H 0.163 0.128 0.052
H 0.137 0.149 0.272
H -0.424 0.074 0.001
H 0.334 -0.018 -0.153
H 0.278 -0.126 -0.255
H -0.195 -0.084 0.203
H -0.111 0.562 0.015
H 0.555 -0.172 -0.246
H 0.153 -0.197 -0.062
H -0.242 -0.465 -0.018
H -0.317 0.187 -0.017
H 0.102 -0.434 -0.075
H 0.308 0.055 -0.053
H 0.311 -0.390 0.392
C -0.903 0.572 1.230
C -0.104 0.973 -0.775
C 1.454 0.664 -1.723
C -0.753 0.791 1.109
C 1.236 -0.311 -1.694
C 1.574 -1.817 -0.333
N -1.330 -1.083 -1.937
O 0.317 0.628 1.150
C -0.245 -0.354 -0.207
C -1.140 0.210 1.244
C -1.131 -0.188 0.085
H -0.318 -0.210 0.119
H 0.290 -0.330 -0.498
H 0.816 0.087 0.367
H -0.121 -0.644 0.272
H 0.009 0.122 0.371
H -0.331 -0.096 -0.021
H 0.117 0.157 0.200
H -0.122 -0.087 0.671
H -0.191 0.700 0.225
H -0.107 0.194 0.229
H -0.532 0.195 0.300
H -0.243 -0.306 -0.275
H -0.005 -0.506 -0.661
H 0.931 0.338 0.051
H 0.315 0.002 -0.174
H -0.350 0.060 -0.155
H 0.087 0.013 0.040
H 0.300 -0.031 0.090
H 0.485 0.303 0.653
C -0.437 -0.231 0.923
C -0.643 0.419 1.612
C -0.858 -0.705 -1.370
C 0.340 0.569 -0.889
C -0.389 0.931 0.638
C -0.753 1.661 0.605
N 2.779 -0.482 0.810
O 0.017 -0.428 -0.518
C -0.046 -0.289 -1.329
C -0.811 0.640 1.158
C 0.637 -0.457 -0.455
H 0.443 0.355 -0.148
H 0.521 0.542 -0.354
H 0.105 -0.063 0.661
H -0.283 0.168 -0.093
H -0.408 0.202 0.729
H -0.073 -0.506 0.244
H -0.187 -0.388 -0.018
H -0.322 -0.580 -0.455
H -0.352 0.382 0.245
H 0.153 -0.477 -0.005
H 0.782 0.315 0.292
H -0.802 -0.427 -0.052
H -0.433 -0.146 -0.457
H 0.065 -0.988 0.047
H 1.098 0.548 0.231
H -0.262 -0.761 -0.897
H 0.973 -0.380 0.077
H -0.023 -0.219 -0.062
H -1.021 0.674 -0.969
C 0.276 0.206 1.909
C 0.441 -0.486 1.129
C -0.341 0.237 0.240
C 1.714 -0.024 0.451
C 0.070 -0.756 -0.615
C -0.925 -0.994 -1.165
N -1.190 -1.753 -0.476
O 0.031 0.837 -0.401
C -1.130 1.926 0.536
C 1.309 -0.243 0.266
C -0.014 0.244 -1.929
H -0.660 -0.327 -0.479
H 0.162 0.297 0.124
H 0.657 -0.194 -0.629
H 0.178 -0.154 0.082
H -0.235 0.874 0.627
H -0.423 -0.199 -0.525
H 0.026 0.221 -0.370
H 0.156 0.179 -0.386
H 0.442 0.279 0.918
H -0.400 0.239 -0.752
H 0.069 0.000 -0.069
H 0.476 -0.476 0.496
H -0.182 0.477 0.333
H -0.305 -0.541 -0.026
H -0.352 -0.010 0.416
H 0.084 0.077 -0.201
H 0.280 -0.088 -0.237
H -0.120 0.204 0.385
H -0.035 0.026 0.273
C -0.046 -0.324 0.853
C 0.764 0.588 0.316
C -0.667 0.831 -0.376
C -0.642 -0.949 -0.701
C 0.109 -0.651 -0.862
C 0.242 0.545 -0.274
N -0.122 -0.929 1.452
O 0.495 -0.423 0.507
C 0.489 -0.438 0.051
C 0.510 0.639 -0.673
C 0.810 -0.103 -0.327
H 0.071 -0.068 -0.164
H -0.521 -0.058 -0.024
H 0.335 0.354 0.007
H -0.639 0.475 0.008
H 0.683 0.118 0.065
H 0.117 0.840 0.101
H -0.159 0.079 0.365
H -0.307 0.563 0.121
H -0.016 -0.267 0.125
H -0.186 -0.300 0.324
H -0.192 -0.238 -0.506
H -0.079 0.231 0.273
H 0.000 0.089 -0.044
H -0.054 -0.129 -0.415
H -0.064 -0.245 0.342
H -0.429 -0.126 -0.092
H 0.097 -0.283 0.121
H -0.517 -0.074 -0.252
H -0.186 0.307 -0.240
C -1.611 0.539 -0.839
C 2.398 -1.549 -0.409
O 1.002 2.296 1.392
O -2.130 0.053 -0.709
H 0.036 -0.202 0.143
H 0.523 0.081 -0.146
H 0.203 0.130 0.029
H -0.206 -0.097 -0.140
H -0.535 -0.843 -0.189
H 0.888 -0.058 0.258
C -0.825 -0.893 -0.361
C -2.161 -1.026 -2.225
O 0.781 1.414 0.213
O 1.405 0.957 1.083
H -0.234 -0.167 0.002
H 0.487 0.031 -0.063
H 0.627 -0.089 0.819
H -0.226 0.461 -0.138
H 0.193 -0.394 0.330
H -0.089 -0.334 0.233
C -0.738 1.337 0.277
C -0.146 -0.009 -0.581
O -0.871 0.273 -0.272
O -0.076 -1.219 -0.385
H 0.499 -0.590 -0.241
H 0.011 -0.072 0.481
H 0.599 0.060 0.235
H 0.557 -0.102 -0.121
H -0.152 0.070 0.099
H 0.099 0.279 0.633
C 1.307 -0.718 -0.794
C 0.387 0.380 -0.343
O 0.280 0.830 -0.090
O -1.008 0.039 -0.151
H -0.240 -0.168 0.058
H -0.070 0.000 0.032
H -0.178 -0.376 -0.217
H -0.322 -0.459 -0.254
H -0.189 0.417 0.744
H 0.294 0.077 0.720
C 1.280 -0.847 0.853
C -0.306 -0.568 1.115
O -1.290 0.674 -0.405
O -0.404 1.686 -0.425
H -0.008 -0.257 0.276
H -0.009 -0.187 -0.563
H 0.122 -0.243 -0.066
H -0.037 -0.461 -0.150
H 0.444 -0.151 -0.292
H 0.153 0.077 -0.353
C 0.215 0.586 0.014
C 0.899 -0.603 -1.096
O -1.291 1.066 0.936
O -0.072 -0.087 -0.057
H -0.578 0.314 0.204
H 0.066 -0.414 -0.677
H 1.143 -0.528 0.060
H 0.124 0.122 0.204
H -0.171 -0.153 0.286
H -0.090 -0.160 0.096
C 1.602 2.619 -1.254
C 0.553 -0.077 2.121
O -0.520 -0.932 -0.791
O -0.828 -0.471 0.487
H 0.401 0.134 -0.100
H -0.749 -0.658 -0.116
H 0.036 -0.018 -0.049
H 0.236 0.392 0.545
H -0.615 -0.654 -0.303
H -0.210 -0.352 -0.229
C -0.867 1.000 -0.741
C 1.900 -2.055 -0.043
O -1.345 0.621 -0.960
O 0.326 0.713 -0.371
H 0.616 0.285 -0.270
H -0.523 -0.306 0.806
H -0.558 -0.247 -0.121
H 0.545 0.040 -0.956
H 0.453 0.392 1.487
H -0.623 -0.553 0.707

Output
calculated total energy: -216392.5378 eV
net charge: 0
frontier orbital gap (spin up / spin down): 0.3046 / 0.3041 Eh
2S+1: 3
expectation value of S²: 2.00

Results of the Mulliken charge analysis, in e, for atoms 1 through 4: number 1, Ni, carries 3.59; number 2, C, carries -0.63; number 3, O, carries 1.24; number 4, O, carries -0.31